No. 1
A molecular structure, C32H51BBrIrN10PS3. Source: the OMol25 dataset; level of theory: wB97M-V/def2-TZVPD.

Energy above the lowest of the compared OMol25 structures with the same formula, charge and spin: 0.0 kcal per mole
Charge: +4
Spin multiplicity: 2
HOMO energy (spin up / spin down): -18.3 / -18.2 eV
Gap between HOMO and LUMO (spin up / spin down): 5.474 / 5.091 eV

Positions of all 100 atoms, in Å:
1 Ir 0.681 -0.189 0.204
2 C -0.150 -4.676 -0.986
3 C -1.453 -4.865 -0.213
4 C -2.270 -5.961 -0.892
5 C -1.227 -5.256 1.245
6 N -2.246 -3.563 -0.257
7 C -3.502 -3.468 -0.811
8 C -3.940 -2.205 -0.619
9 N -2.961 -1.513 0.057
10 B -3.238 -0.063 0.495
11 N -2.671 0.243 1.925
12 C -3.407 -0.068 3.032
13 C -2.723 0.359 4.127
14 N -1.561 0.934 3.692
15 C -1.551 0.844 2.344
16 S -0.288 1.442 1.296
17 C -0.539 1.590 4.616
18 C -1.025 1.453 6.054
19 C -0.447 3.068 4.251
20 C 0.797 0.862 4.473
21 N -2.817 1.022 -0.563
22 C -3.608 2.130 -0.726
23 C -3.228 2.752 -1.866
24 N -2.178 2.045 -2.403
25 C -1.941 0.994 -1.585
26 S -0.670 -0.199 -1.691
27 C -1.722 2.361 -3.827
28 C -0.494 1.557 -4.229
29 C -1.408 3.856 -3.898
30 C -2.885 1.991 -4.747
31 C -1.933 -2.358 0.259
32 S -0.434 -2.010 1.107
33 H 0.348 -5.643 -1.060
34 H 0.525 -3.988 -0.482
35 H -0.349 -4.325 -2.000
36 H -1.684 -6.877 -0.850
37 H -2.464 -5.749 -1.944
38 H -3.209 -6.159 -0.376
39 H -0.699 -6.209 1.272
40 H -2.178 -5.389 1.761
41 H -0.626 -4.531 1.791
42 H -3.993 -4.300 -1.277
43 H -4.879 -1.748 -0.881
44 H -4.420 0.048 0.598
45 H -4.374 -0.538 2.965
46 H -2.999 0.309 5.164
47 H -1.969 1.971 6.223
48 H -0.284 1.925 6.697
49 H -1.111 0.413 6.368
50 H -1.415 3.558 4.356
51 H -0.079 3.231 3.236
52 H 0.250 3.556 4.932
53 H 0.676 -0.211 4.632
54 H 1.477 1.241 5.235
55 H 1.259 1.044 3.502
56 H -4.411 2.364 -0.047
57 H -3.654 3.610 -2.351
58 H 0.351 1.712 -3.556
59 H -0.208 1.897 -5.223
60 H -0.694 0.488 -4.299
61 H -0.687 4.156 -3.135
62 H -2.292 4.482 -3.802
63 H -0.981 4.073 -4.877
64 H -3.112 0.926 -4.687
65 H -2.612 2.221 -5.777
66 H -3.785 2.558 -4.510
67 C 3.415 3.465 -2.701
68 N 4.149 2.149 -2.347
69 C 5.085 2.434 -1.145
70 N 4.349 2.985 -0.063
71 C 3.674 4.220 -0.463
72 N 2.737 3.971 -1.562
73 C 1.570 3.191 -1.166
74 P 2.114 1.521 -0.599
75 C 3.172 1.051 -2.041
76 C 3.443 2.032 0.575
77 H 2.738 3.239 -3.524
78 H 4.190 4.154 -3.036
79 H 4.723 1.869 -3.147
80 H 5.833 3.136 -1.513
81 H 5.559 1.489 -0.885
82 H 4.421 4.943 -0.792
83 H 3.139 4.640 0.387
84 H 0.870 3.104 -1.998
85 H 1.049 3.695 -0.349
86 H 2.554 0.884 -2.926
87 H 3.728 0.136 -1.830
88 H 3.996 1.158 0.927
89 H 2.978 2.502 1.445
90 Br 5.818 -4.225 1.883
91 C 4.439 -3.088 1.411
92 C 3.904 -3.110 0.121
93 C 2.875 -2.251 -0.192
94 N 2.372 -1.376 0.701
95 C 2.879 -1.358 1.949
96 C 3.905 -2.189 2.337
97 H 4.276 -3.799 -0.624
98 H 2.423 -2.268 -1.177
99 H 2.432 -0.664 2.651
100 H 4.280 -2.146 3.350

No. 2
A molecular structure, C32H51CdN4OP2S in a non-equilibrium geometry. Source: the OMol25 dataset; level of theory: wB97M-V/def2-TZVPD.

Charge: +1
HOMO energy: -9.4 eV
Gap between HOMO and LUMO: 7.187 eV

Positions of all 92 atoms, in Å:
1 C 1.903 -1.902 -0.873
2 C 1.470 0.186 -1.786
3 C 2.812 -2.204 -1.898
4 C 2.299 -0.072 -2.888
5 C 2.998 -1.283 -2.925
6 H 3.297 -3.174 -1.870
7 H 2.377 0.680 -3.675
8 H 3.653 -1.511 -3.771
9 N 1.376 -0.679 -0.763
10 P -0.205 -2.606 0.841
11 P 0.627 2.310 -0.045
12 C 1.456 -2.986 0.106
13 H 1.474 -3.961 -0.408
14 H 2.195 -3.060 0.919
15 C 0.568 1.403 -1.705
16 H 0.832 2.120 -2.492
17 C -0.612 3.762 -0.249
18 C 2.388 2.982 0.169
19 C -1.397 -3.327 -0.441
20 C -0.263 -3.522 2.505
21 C -1.955 3.346 0.391
22 H -1.843 3.148 1.466
23 H -2.672 4.173 0.256
24 H -2.371 2.444 -0.076
25 C -0.118 5.006 0.506
26 H 0.062 4.788 1.567
27 H 0.778 5.444 0.053
28 H -0.908 5.772 0.460
29 C -0.853 4.111 -1.727
30 H -1.499 5.003 -1.754
31 H 0.066 4.350 -2.277
32 H -1.388 3.308 -2.253
33 C 2.455 3.482 1.638
34 H 1.798 2.901 2.307
35 H 3.482 3.372 2.017
36 H 2.190 4.543 1.717
37 C 3.401 1.839 0.006
38 H 3.145 0.990 0.650
39 H 3.472 1.505 -1.036
40 H 4.391 2.214 0.310
41 C 2.683 4.081 -0.872
42 H 1.916 4.191 -1.652
43 H 2.829 5.055 -0.386
44 H 3.626 3.854 -1.393
45 C -1.658 -3.319 3.144
46 H -1.603 -3.570 4.217
47 H -2.010 -2.276 3.068
48 H -2.411 -3.980 2.693
49 C 0.810 -2.914 3.428
50 H 1.823 -3.020 3.019
51 H 0.622 -1.857 3.643
52 H 0.786 -3.449 4.390
53 C 0.065 -5.012 2.329
54 H 0.422 -5.407 3.294
55 H -0.814 -5.606 2.047
56 H 0.865 -5.184 1.593
57 C -1.205 -2.641 -1.813
58 H -1.479 -3.344 -2.620
59 H -1.834 -1.744 -1.898
60 H -0.169 -2.330 -1.986
61 C -2.845 -3.074 0.021
62 H -3.021 -2.000 0.170
63 H -3.536 -3.434 -0.759
64 H -3.088 -3.603 0.951
65 C -1.155 -4.831 -0.622
66 H -0.117 -5.056 -0.892
67 H -1.424 -5.413 0.264
68 H -1.792 -5.196 -1.442
69 Cd -0.456 -0.029 1.043
70 C 1.642 0.102 2.295
71 O 2.558 -0.023 2.982
72 N -1.576 0.423 -0.821
73 C -0.927 0.874 -1.812
74 C -1.595 0.939 -3.169
75 C -2.992 0.817 -3.218
76 C -0.864 1.122 -4.354
77 C -3.675 0.992 -4.429
78 H -3.517 0.605 -2.283
79 C -1.543 1.261 -5.567
80 H 0.225 1.158 -4.329
81 C -2.940 1.206 -5.606
82 H -4.766 0.964 -4.458
83 H -0.965 1.418 -6.483
84 H -3.464 1.336 -6.555
85 N -1.138 -0.429 5.416
86 C -0.394 0.526 4.815
87 N 0.752 0.881 5.426
88 S -0.910 1.300 3.373
89 H -0.858 -0.792 6.318
90 H -2.102 -0.532 5.135
91 H 1.268 1.695 5.123
92 H 1.070 0.371 6.249